A 6-piece molecular cluster, C26H60NO24P5 overall in a non-equilibrium geometry. Source: OMol25; level of theory: wB97M-V/def2-TZVPD.

```
116
Properties=species:S:1:pos:R:3:lowdin_charge:R:1
O 3.136 1.681 -1.211 0.005
C 1.793 1.876 -1.136 -0.255
O 0.832 0.938 -1.803 -0.007
O 1.214 3.020 -0.366 -0.088
C 1.731 4.266 -0.955 -0.198
C 0.644 5.515 -0.960 -0.137
C -0.808 5.074 -1.662 -0.207
N -1.779 4.895 -0.515 -0.114
C -3.114 5.563 -0.763 -0.201
C -4.287 4.416 -0.958 -0.074
C -5.296 4.620 -2.253 -0.028
C -6.486 3.514 -2.525 -0.075
C -6.666 2.191 -1.542 -0.070
C -5.684 1.969 -0.243 -0.005
C -4.523 3.116 0.017 -0.145
O -3.670 2.896 1.231 -0.107
H 0.587 0.229 -1.125 0.141
H 2.116 4.051 -2.039 0.138
H 2.637 4.640 -0.275 0.143
H 0.420 5.742 0.186 0.122
H 1.031 6.453 -1.548 0.115
H -1.157 5.817 -2.497 0.118
H -0.617 4.009 -2.165 0.125
H -1.856 3.863 -0.376 0.097
H -3.110 6.325 -1.670 0.121
H -3.432 6.185 0.200 0.121
H -5.184 5.554 -2.955 0.088
H -7.233 3.660 -3.443 0.086
H -7.486 1.372 -1.737 0.081
H -5.766 1.055 0.509 0.103
H -3.772 3.718 1.797 0.112
C -0.227 -0.044 4.046 -0.146
O 0.744 -0.996 4.434 -0.289
P 1.932 -1.309 3.216 0.761
O 0.959 -2.272 2.521 -0.269
O 2.846 -2.150 4.299 -0.279
C 2.219 -3.063 5.181 -0.120
O 3.120 -1.622 1.998 -0.246
C 2.820 -1.077 0.727 -0.155
H -0.870 0.171 4.904 0.087
H 0.264 0.882 3.733 0.078
H -0.841 -0.433 3.231 0.082
H 1.313 -3.500 4.752 0.089
H 1.977 -2.556 6.117 0.076
H 2.921 -3.873 5.402 0.096
H 2.515 -0.032 0.828 0.062
H 2.027 -1.654 0.243 0.082
H 3.718 -1.125 0.106 0.097
C 3.398 0.489 6.800 -0.148
O 3.582 0.961 8.121 -0.280
P 4.951 0.268 8.920 0.764
O 4.116 -0.976 9.257 -0.274
O 4.810 1.361 10.145 -0.272
C 3.530 1.657 10.674 -0.126
O 6.319 -0.426 9.720 -0.254
C 6.903 -1.523 9.044 -0.154
H 2.583 1.052 6.336 0.087
H 4.312 0.646 6.219 0.083
H 3.139 -0.572 6.806 0.065
H 2.843 0.810 10.595 0.087
H 3.113 2.521 10.154 0.084
H 3.640 1.914 11.732 0.092
H 7.050 -1.280 7.988 0.079
H 6.272 -2.410 9.140 0.082
H 7.875 -1.734 9.497 0.088
C 0.292 0.345 -4.493 -0.169
O 0.199 -0.305 -5.746 -0.272
P 1.339 0.271 -6.912 0.764
O 0.415 1.457 -7.222 -0.274
O 0.969 -0.981 -7.917 -0.279
C -0.386 -1.347 -8.107 -0.119
O 2.479 0.846 -8.079 -0.260
C 3.164 2.026 -7.702 -0.157
H -0.385 -0.148 -3.790 0.087
H 1.315 0.270 -4.110 0.071
H 0.007 1.395 -4.585 0.083
H -1.065 -0.497 -7.994 0.088
H -0.655 -2.131 -7.396 0.087
H -0.501 -1.748 -9.118 0.087
H 3.544 1.931 -6.682 0.078
H 2.500 2.891 -7.776 0.081
H 4.007 2.171 -8.382 0.087
C 2.545 -3.649 -11.045 -0.144
O 2.072 -4.972 -11.207 -0.281
P 0.677 -5.090 -12.224 0.761
O -0.214 -4.692 -11.039 -0.277
O 0.824 -6.730 -12.264 -0.273
C 1.112 -7.435 -11.070 -0.125
O -0.717 -5.208 -13.241 -0.256
C -1.319 -3.968 -13.562 -0.155
H 3.481 -3.678 -10.480 0.090
H 2.737 -3.201 -12.024 0.078
H 1.818 -3.047 -10.496 0.075
H 0.722 -6.927 -10.183 0.088
H 2.192 -7.565 -10.975 0.084
H 0.653 -8.426 -11.129 0.092
H -0.559 -3.253 -13.889 0.079
H -1.859 -3.572 -12.698 0.081
H -2.029 -4.126 -14.377 0.088
C -2.490 -2.665 7.634 -0.149
O -3.409 -1.655 7.265 -0.287
P -3.972 -0.709 8.600 0.760
O -4.991 -1.806 8.940 -0.272
O -4.664 0.370 7.566 -0.275
C -5.390 -0.103 6.445 -0.125
O -4.535 0.236 9.935 -0.256
C -4.194 -0.279 11.208 -0.155
H -2.108 -3.140 6.727 0.088
H -1.651 -2.223 8.181 0.078
H -2.980 -3.421 8.252 0.082
H -5.849 -1.078 6.630 0.089
H -4.725 -0.166 5.581 0.082
H -6.183 0.614 6.215 0.092
H -3.133 -0.544 11.235 0.079
H -4.805 -1.154 11.441 0.082
H -4.385 0.493 11.958 0.088
```

As for the largest force on an atom: 0.1996 Eh/bohr. As for the SMILES: O=C(O)OCCCNCc1ccccc1O.COP(=O)(OC)OC.COP(=O)(OC)OC.COP(=O)(OC)OC.COP(=O)(OC)OC.COP(=O)(OC)OC. The total charge is 0.

C26H61B3Cs2F3N6NaO12S as an isolated structure in a non-equilibrium geometry. Source: OMol25; level of theory: wB97M-V/def2-TZVPD.

```
115
Properties=species:S:1:pos:R:3:lowdin_charge:R:1
N -3.464 0.168 3.871 0.127
C -2.203 0.126 3.523 -0.418
N -1.833 -0.746 2.407 0.127
N -1.184 0.897 4.244 0.019
C -1.273 2.369 4.004 -0.194
C -1.118 2.825 2.476 -0.141
C -2.219 3.892 1.965 -0.170
C -3.591 3.236 1.477 -0.043
B -4.836 3.490 2.495 -0.380
O -4.667 4.222 3.769 0.043
B -6.062 4.557 4.124 -0.311
O -6.899 3.383 4.522 -0.574
B -6.954 2.603 3.256 -0.332
C -7.965 1.318 3.228 -0.345
F -8.425 1.181 1.910 0.116
F -7.384 0.116 3.617 0.126
F -9.026 1.603 4.103 0.095
O -6.170 3.013 2.117 0.252
H -3.564 0.793 4.687 -0.018
H -2.660 -1.397 2.274 0.046
H -1.765 -0.208 1.543 -0.026
H -1.386 0.745 5.241 0.111
H -2.207 2.801 4.519 0.098
H -0.388 2.832 4.564 0.131
H -0.116 3.371 2.383 0.117
H -1.031 1.913 1.805 0.086
H -1.758 4.386 1.040 0.109
H -2.388 4.708 2.728 0.115
H -3.527 2.137 1.245 0.090
H -3.889 3.789 0.515 0.142
H -6.516 5.643 4.054 0.138
Na -2.266 0.614 -0.185 0.645
C -3.768 -3.950 2.016 -0.424
O -3.322 -2.835 1.415 -0.420
H -3.027 -4.539 2.591 0.027
H -4.571 -3.832 2.775 0.047
H -4.212 -4.734 1.361 0.035
C -0.494 4.506 -2.185 -0.118
C 0.643 5.222 -1.465 -0.267
N 1.872 4.437 -1.356 -0.192
C 2.861 5.040 -0.465 -0.252
C 3.459 6.386 -0.874 -0.091
C 2.407 3.910 -2.605 -0.262
C 2.770 4.913 -3.701 -0.085
H -0.741 3.565 -1.698 0.050
H -1.388 5.131 -2.178 0.061
H -0.253 4.302 -3.229 0.064
H 0.288 5.453 -0.455 0.108
H 0.819 6.185 -1.962 0.098
H 3.676 4.328 -0.298 0.110
H 2.394 5.163 0.520 0.107
H 4.204 6.273 -1.661 0.053
H 3.972 6.833 -0.017 0.072
H 2.702 7.099 -1.206 0.067
H 1.679 3.204 -3.020 0.091
H 3.285 3.291 -2.389 0.105
H 2.026 5.704 -3.811 0.073
H 2.842 4.394 -4.663 0.069
H 3.742 5.373 -3.522 0.054
Cs -5.645 2.660 5.865 1.797
O -3.177 3.609 -2.929 -0.572
H -3.742 3.865 -3.659 -0.192
C -1.954 -3.115 -2.552 0.008
C -1.113 -2.828 -3.764 -0.666
O -0.569 -1.731 -3.921 -0.746
C -0.960 -3.925 -4.782 -0.034
H -1.976 -2.235 -1.908 0.077
H -2.977 -3.352 -2.855 0.107
H -1.524 -3.948 -1.989 0.112
H -1.937 -4.198 -5.185 0.099
H -0.485 -4.795 -4.320 0.100
H -0.325 -3.574 -5.604 0.081
C 5.796 -4.294 -4.345 -0.101
C 5.615 -4.717 -2.887 -0.215
C 4.232 -4.440 -2.297 -0.119
N 3.987 -3.029 -1.740 -0.242
C 2.515 -3.015 -1.299 -0.089
C 2.021 -1.630 -0.926 -0.143
C 2.240 -0.643 -2.061 -0.185
C 3.710 -0.599 -2.432 -0.160
C 4.241 -1.975 -2.809 -0.104
C 4.877 -2.802 -0.538 0.049
H 6.015 -3.232 -4.446 0.059
H 6.642 -4.830 -4.783 0.082
H 4.910 -4.523 -4.942 0.080
H 6.421 -4.309 -2.274 0.108
H 5.744 -5.804 -2.864 0.122
H 4.057 -5.118 -1.457 0.137
H 3.458 -4.628 -3.045 0.128
H 1.928 -3.401 -2.137 0.129
H 2.421 -3.705 -0.458 0.149
H 0.953 -1.686 -0.696 0.129
H 2.512 -1.275 -0.016 0.134
H 1.898 0.352 -1.764 0.122
H 1.642 -0.938 -2.936 0.098
H 4.291 -0.182 -1.604 0.124
H 3.853 0.080 -3.278 0.127
H 5.319 -1.914 -2.956 0.125
H 3.760 -2.326 -3.726 0.140
H 5.917 -2.800 -0.861 0.102
H 4.701 -3.605 0.179 0.126
H 4.640 -1.841 -0.087 0.107
O 0.022 -1.456 5.853 -0.448
S 1.143 -2.093 5.123 0.146
O 1.580 -3.309 5.842 -0.417
O 2.275 -1.144 5.027 -0.455
O 0.697 -2.468 3.759 -0.444
C 0.156 -6.095 2.831 0.040
N -1.217 -6.398 3.307 -0.449
O -1.748 -5.565 4.000 0.089
O -1.704 -7.466 2.961 0.014
H 0.453 -5.118 3.216 0.085
H 0.814 -6.876 3.209 0.093
H 0.131 -6.091 1.742 0.083
Cs -1.671 -0.723 -5.222 1.515
```

As for the largest force on an atom: 0.3190 Eh/bohr. The total charge is 0.

For reference, orbital gap by record: 5.587 1.512 eV.